1.
This record from the Open Molecules 2025 dataset describes C48H55N4O6S2Sb2ScSe2 as an isolated structure at a distorted geometry. The level of theory is ωB97M-V with the def2-TZVPD basis set.

HOMO-LUMO gap (alpha / beta): 6.08 / 4.63 eV
Energy relative to the best compared isomer or geometry (same formula, charge and spin): 85.1 kcal/mol
LUMO energy (alpha / beta): 4.020 / 3.836 eV
Molar mass: 1294.52 g/mol
Total charge: -2
HOMO (alpha / beta): -2.06 / -0.79 eV

Atoms and positions in Å:
Sc1 0.0649 -1.0306 0.6259
O1 -5.4862 -3.1671 2.7084
C1 -4.8031 -3.4915 1.4986
C2 -3.3623 -2.9563 1.3982
C3 -3.4527 -1.4242 1.4979
O2 -2.2121 -0.7760 1.7311
C4 -2.5439 -3.5134 2.5668
Se1 -0.5526 -3.3345 2.4103
C5 -2.7957 -3.4666 0.0595
Se2 -1.8918 -2.1296 -1.0809
H1 -4.9032 -3.4048 3.4370
H2 -5.4063 -3.0629 0.6936
H3 -4.7799 -4.5820 1.3686
H4 -4.1519 -1.1588 2.2982
H5 -3.8371 -1.0353 0.5552
H6 -1.8527 -1.1030 2.5692
H7 -2.7169 -4.5876 2.6656
H8 -2.8161 -3.0266 3.5096
H9 -3.5952 -3.8720 -0.5656
H10 -2.0662 -4.2522 0.2471
C6 2.7750 -2.0391 2.9074
N1 2.3220 -1.7583 1.5527
C7 3.0979 -2.1531 0.6139
C8 2.7036 -2.1048 -0.7471
C9 3.3974 -2.5047 -1.8911
C10 2.4775 -2.4444 -2.9386
C11 1.2753 -2.0224 -2.3741
N2 1.3996 -1.7930 -1.0538
C12 3.7864 -1.0954 3.5170
C13 4.0070 0.2869 2.9796
C14 4.6002 1.1889 4.0186
C15 5.3229 0.7000 5.0589
C16 5.3749 -0.6846 5.3122
C17 4.5364 -1.5390 4.5678
H11 3.2209 -3.0418 2.9425
H12 1.8741 -2.0796 3.5305
H13 4.0674 -2.6115 0.8451
H14 4.4355 -2.8023 -1.9367
H15 2.6407 -2.6910 -3.9768
H16 0.3228 -1.9196 -2.8699
H17 3.0631 0.7034 2.6087
H18 4.5367 2.2558 3.8331
H19 5.8291 1.3834 5.7331
H20 5.9824 -1.0784 6.1168
H21 4.4445 -2.5802 4.8658
C18 4.1351 2.9373 -0.6912
Sb1 2.7421 3.2865 0.9531
C19 1.7825 4.8154 -0.2575
C20 4.9859 0.2346 1.7753
H22 4.8719 3.7462 -0.6978
H23 3.5905 2.9388 -1.6315
H24 4.6640 1.9903 -0.5894
H25 2.0782 5.7967 0.1162
H26 0.7112 4.7118 -0.1340
H27 2.0617 4.7156 -1.3063
H28 5.3512 1.2379 1.5540
H29 5.8405 -0.3977 2.0250
H30 4.4880 -0.1596 0.8902
C21 -3.5378 2.3530 -5.0154
C22 -2.6266 1.3860 -5.7254
C23 -2.8992 1.0430 -7.0485
C24 -2.1063 0.1425 -7.7439
C25 -1.0160 -0.4319 -7.1093
C26 -0.7412 -0.0959 -5.7927
C27 -1.5209 0.8182 -5.0842
Sb2 -0.8635 0.8916 -2.9695
C28 1.0673 1.6737 -3.6673
C29 2.1591 1.0410 -3.0681
C30 3.4418 1.1589 -3.5803
C31 3.6588 1.9553 -4.6914
C32 2.5967 2.6458 -5.2537
C33 1.2969 2.5154 -4.7664
C34 0.2138 3.3006 -5.4638
C35 -1.7502 2.7529 -2.2572
C36 -1.0804 3.9655 -2.3565
C37 -1.6108 5.1265 -1.8082
C38 -2.8145 5.0720 -1.1282
C39 -3.4670 3.8556 -0.9835
C40 -2.9495 2.6866 -1.5318
C41 -3.6446 1.3766 -1.2853
H31 -4.1992 2.8605 -5.7195
H32 -2.9659 3.1011 -4.4680
H33 -4.1591 1.8258 -4.2874
H34 -3.7563 1.4897 -7.5431
H35 -2.3425 -0.1131 -8.7703
H36 -0.3893 -1.1440 -7.6333
H37 0.1098 -0.5583 -5.2982
H38 2.0021 0.4515 -2.1736
H39 4.2595 0.6242 -3.1141
H40 4.6510 2.0566 -5.1164
H41 2.7695 3.2932 -6.1087
H42 0.5609 4.3135 -5.6804
H43 -0.6891 3.3595 -4.8627
H44 -0.0485 2.8235 -6.4116
H45 -0.1183 4.0070 -2.8536
H46 -1.0768 6.0648 -1.8988
H47 -3.2388 5.9693 -0.6943
H48 -4.3921 3.8063 -0.4198
H49 -4.6199 1.5257 -0.8212
H50 -3.0307 0.7742 -0.6117
H51 -3.7687 0.7959 -2.2022
O3 -0.5908 0.7656 -0.0658
S1 0.0940 2.0354 0.4117
N3 1.5784 1.6817 0.4737
O4 0.3781 4.3344 2.3817
S2 -0.4562 3.3911 3.1046
O5 -1.7722 3.8917 3.4095
N4 -0.5198 1.9641 2.2983
C42 0.1638 0.9630 2.9923
O6 0.2459 -0.2076 2.4954
C43 0.6639 1.3927 4.2480
C44 1.3222 0.6417 5.2476
C45 1.6466 1.2573 6.4367
C46 1.3318 2.6006 6.6890
C47 0.6819 3.3572 5.7096
C48 0.3695 2.7530 4.5208
H52 1.5360 -0.4042 5.0843
H53 2.1662 0.6869 7.1978
H54 1.5737 3.0454 7.6455
H55 0.4162 4.3936 5.8809

---

2.
This record from the Open Molecules 2025 dataset describes C48H55N8NaP2Se as an isolated structure at a distorted geometry. The level of theory is ωB97M-V with the def2-TZVPD basis set.

HOMO-LUMO gap: 7.39 eV
Energy relative to the best compared isomer or geometry (same formula, charge and spin): 18.9 kcal/mol
LUMO energy: 0.004 eV
Molar mass: 907.92 g/mol
Total charge: 0
HOMO: -7.39 eV

Atoms and positions in Å:
Na1 3.6559 -1.6200 0.6519
C1 2.4228 -0.2908 -3.2186
C2 1.5406 0.7700 -3.2103
C3 1.5019 1.6865 -2.1633
C4 2.2914 1.3392 -1.0108
N1 3.1266 0.2578 -1.0158
C5 3.2151 -0.4854 -2.0920
C6 2.2777 2.2863 0.1554
C7 3.4177 2.5435 0.9637
C8 3.2494 3.4901 1.9661
C9 2.0193 3.9010 2.3343
C10 0.9472 3.5370 1.5280
N2 1.0370 2.7575 0.4495
C11 -0.3893 3.9954 1.9490
C12 -0.7649 4.0257 3.3564
C13 -2.1017 4.2487 3.5965
C14 -2.9865 4.5624 2.6047
C15 -2.4718 4.6509 1.3352
N3 -1.2043 4.3835 0.9962
H1 2.3991 -1.0791 -3.9682
H2 0.9396 0.9572 -4.0467
H3 1.0193 2.6851 -2.1770
H4 3.7988 -1.3171 -1.9991
H5 4.4232 2.1360 0.7078
H6 4.1978 3.7557 2.5441
H7 1.8484 4.3208 3.2907
H8 -0.0954 3.8572 4.1795
H9 -2.2756 4.1587 4.6577
H10 -4.0025 4.7560 2.8328
H11 -3.1515 4.9058 0.5791
N4 4.4451 -2.5430 2.8630
C16 4.3324 -3.9963 3.3204
C17 3.8552 -4.6896 2.0483
C18 2.3284 -4.6347 1.8787
C19 1.9718 -4.6390 0.3664
N5 2.2536 -3.4074 -0.3050
H12 5.3751 -2.4211 2.4147
H13 4.3613 -1.9450 3.6762
H14 3.6034 -4.0698 4.1613
H15 5.2746 -4.3855 3.6782
H16 4.0608 -5.7746 1.9419
H17 4.3107 -4.1805 1.1862
H18 1.9723 -3.6895 2.3136
H19 1.8482 -5.4481 2.3751
H20 0.9202 -4.7647 0.2912
H21 2.4266 -5.5682 0.0032
H22 1.6390 -3.0827 -1.0428
H23 3.1894 -3.4150 -0.8104
N6 1.6848 -0.2279 1.7235
C20 1.0811 -0.4532 3.0457
C21 1.5389 0.5820 4.0245
C22 2.8959 0.4197 4.6142
N7 3.2611 1.6833 5.2566
H24 1.9923 0.7042 1.6964
H25 0.9585 -0.1993 1.0288
H26 1.3024 -1.4720 3.3403
H27 -0.0352 -0.3415 3.0017
H28 0.8582 0.6720 4.8859
H29 1.5511 1.5660 3.4832
H30 3.6476 0.1864 3.8965
H31 2.8563 -0.3343 5.3385
H32 3.0256 1.6924 6.2136
H33 4.2097 1.9169 5.2268
Se1 6.9196 -1.4121 0.4907
C23 5.9394 -2.3452 -0.6251
N8 5.1706 -2.9468 -1.2841
C24 -1.9317 0.6879 -1.1991
P1 -1.4915 -0.7609 -0.2325
C25 -1.4981 -2.0014 -1.5513
C26 -0.2888 -1.9951 -2.3338
C27 -0.1408 -2.9144 -3.3339
C28 -1.1346 -3.9492 -3.4678
C29 -2.3009 -3.9556 -2.7307
C30 -2.4906 -3.0032 -1.7062
C31 -3.0084 -1.1441 0.6060
C32 -4.2081 -0.4224 0.5371
C33 -5.2814 -0.8567 1.3338
C34 -5.2164 -2.0091 2.0485
C35 -4.0344 -2.8429 1.9754
C36 -2.9021 -2.2948 1.3866
P2 -3.1797 0.7780 -2.5475
C37 -3.9391 2.4045 -2.4130
C38 -3.2968 3.6033 -2.0843
C39 -4.0651 4.7688 -1.9210
C40 -5.4546 4.6998 -1.8728
C41 -6.0634 3.4659 -2.1064
C42 -5.3230 2.3241 -2.4187
C43 -2.1476 0.8071 -4.0941
C44 -1.4769 1.9009 -4.6895
C45 -0.7867 1.7113 -5.9000
C46 -0.6003 0.4293 -6.3901
C47 -1.1200 -0.6748 -5.6964
C48 -1.9091 -0.4496 -4.6203
H34 -0.9603 1.0425 -1.4977
H35 -2.1813 1.3444 -0.3689
H36 0.4287 -1.1695 -2.2514
H37 0.8219 -2.8907 -3.9188
H38 -1.0383 -4.6928 -4.2051
H39 -3.0008 -4.7649 -2.9098
H40 -3.4020 -3.0045 -1.1018
H41 -4.3566 0.4113 -0.1224
H42 -6.2053 -0.2852 1.5178
H43 -6.0901 -2.2337 2.6926
H44 -3.8718 -3.6803 2.6129
H45 -1.9797 -2.8240 1.3679
H46 -2.1915 3.6172 -2.0292
H47 -3.6717 5.7533 -1.6442
H48 -6.0128 5.5310 -1.5500
H49 -7.1180 3.3772 -1.9935
H50 -5.7946 1.4015 -2.6892
H51 -1.5577 2.8920 -4.3129
H52 -0.3427 2.5261 -6.4258
H53 0.0955 0.1031 -7.1747
H54 -0.8943 -1.6806 -6.0552
H55 -2.2979 -1.2913 -4.0135

---

3.
This record from the Open Molecules 2025 dataset describes C48H57N3OP2TeZn as an isolated structure at a distorted geometry. The level of theory is ωB97M-V with the def2-TZVPD basis set.

HOMO-LUMO gap: 7.01 eV
Energy relative to the best compared isomer or geometry (same formula, charge and spin): 8.0 kcal/mol
LUMO energy: -4.966 eV
Molar mass: 946.94 g/mol
Total charge: +2
HOMO: -11.98 eV

Atoms and positions in Å:
Zn1 -0.3246 0.5011 -0.0522
C1 1.1170 3.2993 -0.0007
P1 -0.4628 2.8032 -0.9660
C2 -1.8342 3.8441 -0.4718
C3 -3.0295 3.0766 -0.3555
C4 -4.2244 3.6093 -0.1049
C5 -4.2827 5.0004 0.0302
C6 -3.1434 5.8124 -0.0626
C7 -1.8728 5.2409 -0.3605
C8 -0.1192 3.2518 -2.6697
C9 1.1760 3.1194 -3.1212
C10 1.4525 3.2995 -4.5154
C11 0.4044 3.6746 -5.3386
C12 -0.9368 3.7492 -4.8648
C13 -1.1751 3.5036 -3.5177
C14 2.0423 2.1888 -0.1503
C15 3.2638 2.1584 -0.7620
C16 3.4947 0.7782 -0.9830
C17 2.4713 0.1002 -0.4749
C18 2.1777 -1.3713 -0.6648
P2 0.4223 -1.4405 -1.2926
C19 0.4580 -1.3176 -3.0996
C20 1.2032 -2.1586 -3.9298
C21 1.2702 -1.9014 -5.2905
C22 0.5057 -0.8944 -5.8616
C23 -0.2569 -0.0850 -5.0546
C24 -0.3358 -0.2736 -3.6790
C25 -0.1942 -3.1226 -1.0053
C26 -1.0716 -3.7009 -1.9287
C27 -1.6176 -4.9475 -1.6788
C28 -1.3262 -5.5774 -0.4799
C29 -0.6023 -4.9682 0.5008
C30 -0.0098 -3.7158 0.2370
N1 1.5852 0.9357 0.0617
H1 0.8397 3.4934 1.0255
H2 1.4602 4.2422 -0.4098
H3 -2.8881 1.9915 -0.5363
H4 -5.0850 2.9544 -0.0977
H5 -5.2142 5.4785 0.3430
H6 -3.2463 6.8473 0.1554
H7 -0.9695 5.8032 -0.5979
H8 2.0017 2.8312 -2.4450
H9 2.4546 3.1513 -4.8474
H10 0.6148 3.8631 -6.4031
H11 -1.7797 3.9498 -5.5155
H12 -2.1808 3.6337 -3.1328
H13 3.9541 2.8967 -1.1119
H14 4.2683 0.3286 -1.6078
H15 2.3019 -1.8716 0.3023
H16 2.8644 -1.7850 -1.4588
H17 1.8917 -2.9117 -3.5744
H18 1.7589 -2.5568 -6.0173
H19 0.5201 -0.7067 -6.9182
H20 -0.8230 0.7369 -5.4579
H21 -0.9402 0.4899 -3.1198
H22 -1.3092 -3.2396 -2.8627
H23 -2.2384 -5.4797 -2.4095
H24 -1.7363 -6.5893 -0.3116
H25 -0.4655 -5.5131 1.4329
H26 0.6310 -3.3195 1.0106
C31 -2.2542 1.7366 4.4051
Te1 -0.8636 2.2875 2.9108
C32 0.3817 0.6903 3.5177
H27 -1.9225 2.1039 5.3412
H28 -2.2196 0.6316 4.4082
H29 -3.2727 2.0547 4.1940
H30 -0.3684 -0.1020 3.6281
H31 0.9782 0.8673 4.4183
H32 1.0349 0.3493 2.7966
C33 -6.2160 -5.3548 1.7375
C34 -5.3516 -4.2006 1.3285
C35 -5.4166 -3.6207 0.0722
C36 -4.6114 -2.5529 -0.3372
C37 -4.8556 -1.9517 -1.7032
C38 -3.6446 -2.0580 0.5292
C39 -2.8238 -0.9342 0.1367
O1 -1.9212 -0.3365 0.7991
C40 -3.5616 -2.5699 1.9062
C41 -2.5666 -1.9880 2.8262
C42 -4.4378 -3.5630 2.2638
H33 -5.6121 -6.2887 2.0141
H34 -6.9336 -5.5200 0.9328
H35 -6.8857 -5.1127 2.5907
H36 -6.2127 -3.9778 -0.5614
H37 -5.6835 -2.4990 -2.1765
H38 -4.0041 -1.9824 -2.4347
H39 -5.1286 -0.8726 -1.6333
H40 -3.0604 -0.4444 -0.8667
H41 -2.6953 -0.9278 3.0132
H42 -1.5090 -2.0683 2.4837
H43 -2.6530 -2.4102 3.8756
H44 -4.3881 -3.9617 3.2604
C43 6.2980 0.1167 1.6214
C44 5.0620 -0.7585 1.9845
N2 4.5290 -0.2748 3.2594
C45 5.5758 -0.3147 4.2835
C46 6.6812 0.7109 3.9626
N3 6.3411 1.2650 2.6206
C47 5.0493 2.0326 2.6811
C48 3.9586 1.0514 3.0695
H45 6.2047 0.5068 0.5765
H46 7.2472 -0.3907 1.6975
H47 5.3234 -1.8078 2.0266
H48 4.2859 -0.5704 1.2572
H49 5.9396 -1.3029 4.2688
H50 5.0459 -0.1336 5.2237
H51 7.6525 0.2209 3.8978
H52 6.7315 1.5374 4.6414
H53 7.1033 1.8971 2.3354
H54 4.8698 2.4772 1.7550
H55 5.2035 2.8271 3.4178
H56 3.2318 0.9601 2.2662
H57 3.4356 1.3362 3.9492

---

4.
This record from the Open Molecules 2025 dataset describes C48H58FIN7O5P2Sr as an isolated structure at a distorted geometry. The level of theory is ωB97M-V with the def2-TZVPD basis set.

HOMO-LUMO gap: 4.96 eV
Energy relative to the best compared isomer or geometry (same formula, charge and spin): 0.0 kcal/mol
LUMO energy: -3.379 eV
Molar mass: 1108.51 g/mol
Total charge: +1
HOMO: -8.34 eV

Atoms and positions in Å:
Sr1 -1.4761 0.7022 -0.7659
C1 -5.5730 1.9539 -0.3101
C2 -5.1410 2.0373 -1.7363
N1 -6.0515 2.0430 -2.6623
C3 -5.6911 2.0730 -3.9523
C4 -4.3881 2.0516 -4.3749
C5 -4.0876 2.0612 -5.8567
O1 -5.2825 1.9637 -6.5965
C6 -3.3478 2.0441 -3.3953
C7 -1.9914 2.0648 -3.7798
N2 -0.9384 2.0031 -3.0169
C8 0.2675 2.2972 -3.6220
C9 0.3499 3.3769 -4.5230
C10 1.5092 3.6763 -5.2054
C11 2.6509 2.9175 -5.0044
C12 2.6216 1.8877 -4.0839
C13 1.4553 1.5983 -3.3979
I1 1.5135 0.0227 -1.9849
C14 -3.7224 2.0757 -2.0113
O2 -2.8887 2.1715 -1.0633
H1 -6.6270 2.2002 -0.2182
H2 -4.9665 2.6256 0.2951
H3 -5.4170 0.9310 0.0344
H4 -6.5087 2.0922 -4.6552
H5 -3.4248 1.2177 -6.1066
H6 -3.5639 2.9986 -6.1131
H7 -5.0713 2.0109 -7.5338
H8 -1.8140 2.1547 -4.8557
H9 -0.5347 3.9837 -4.6585
H10 1.5319 4.4963 -5.9073
H11 3.5581 3.1291 -5.5441
H12 3.5056 1.2994 -3.9019
C15 -0.9121 -6.7242 -2.6149
C16 -1.0713 -6.3487 -1.1444
N3 -0.7223 -4.9686 -0.8738
C17 -1.6873 -4.0176 -1.0806
C18 -1.5277 -2.7222 -0.7565
C19 -2.2841 -1.4827 -1.2099
O3 -3.0942 -0.9563 -0.4575
O4 -1.7783 -0.9936 -2.2276
C20 -0.3349 -2.2702 -0.0964
O5 -0.1816 -1.1148 0.3135
C21 0.7320 -3.2580 -0.0416
C22 2.0000 -2.8570 0.3720
C23 3.0580 -3.7238 0.3198
F1 4.2580 -3.2812 0.7765
C24 2.9217 -5.0260 -0.1884
C25 1.6503 -5.4244 -0.5886
C26 0.5337 -4.5783 -0.4966
N4 4.0179 -5.8898 -0.3843
C27 3.9015 -7.2990 -0.0815
C28 4.6047 -8.0804 -1.2093
N5 5.6508 -7.1928 -1.7855
C29 6.3528 -6.4650 -0.7018
C30 5.3743 -5.4228 -0.1407
H13 -1.1721 -7.7702 -2.7550
H14 0.1069 -6.5629 -2.9573
H15 -1.5733 -6.1214 -3.2313
H16 -0.4709 -6.9987 -0.5054
H17 -2.1153 -6.4872 -0.8579
H18 -2.6012 -4.3769 -1.5279
H19 2.1478 -1.8482 0.7258
H20 1.5214 -6.4007 -1.0279
H21 2.8578 -7.5937 -0.0165
H22 4.3652 -7.5242 0.8887
H23 3.9063 -8.3574 -2.0007
H24 5.0748 -8.9831 -0.8199
H25 5.1722 -6.4822 -2.3544
H26 6.2955 -7.7223 -2.3796
H27 7.2499 -5.9799 -1.0837
H28 6.6529 -7.1928 0.0515
H29 5.5146 -4.4681 -0.6495
H30 5.5884 -5.2735 0.9251
C31 -1.1364 5.5203 1.6913
P1 -0.3979 3.8927 1.2200
C32 0.1384 3.3799 2.9058
N6 0.7739 4.2269 3.6702
C33 1.1637 3.8217 4.8981
C34 1.8520 4.6982 5.7574
C35 2.2251 4.2737 7.0032
C36 1.9266 2.9733 7.4452
C37 1.2692 2.0935 6.6307
C38 0.8799 2.5021 5.3413
N7 0.2161 1.6500 4.5372
C39 -0.1532 2.0634 3.3528
P2 -1.1223 0.8876 2.3347
C40 -0.5434 -0.6499 3.1515
C41 -2.8072 1.1559 3.1616
C42 -3.1873 2.6141 2.9080
C43 -2.8290 0.8629 4.6598
C44 -3.7724 0.2188 2.4440
C45 1.2638 4.4599 0.4999
C46 1.8823 5.6800 1.1725
C47 0.9650 4.7586 -0.9695
C48 2.2278 3.2797 0.5979
H31 -0.5340 6.0077 2.4554
H32 -2.1415 5.3457 2.0713
H33 -1.2108 6.1462 0.8040
H34 2.0684 5.6955 5.4080
H35 2.7486 4.9476 7.6663
H36 2.2234 2.6747 8.4395
H37 1.0270 1.0904 6.9468
H38 -0.5354 -0.5276 4.2312
H39 0.4678 -0.8433 2.7994
H40 -1.1851 -1.4715 2.8462
H41 -2.5725 3.2756 3.5207
H42 -4.2337 2.7912 3.1602
H43 -3.0274 2.8596 1.8558
H44 -2.0402 1.3906 5.1901
H45 -2.7260 -0.2004 4.8582
H46 -3.7858 1.1826 5.0713
H47 -3.7286 0.3954 1.3727
H48 -4.7948 0.3734 2.7901
H49 -3.5029 -0.8209 2.6271
H50 1.2907 6.5725 0.9908
H51 2.8794 5.8472 0.7675
H52 1.9670 5.5242 2.2447
H53 0.2975 5.6135 -1.0576
H54 0.4810 3.9023 -1.4413
H55 1.8820 4.9878 -1.5112
H56 2.5544 3.1309 1.6258
H57 3.1090 3.4632 -0.0154
H58 1.7493 2.3624 0.2508